Formula: C22H46O6
Source: the OMol25 dataset
Level of theory: ωB97M-V/def2-TZVPD

Output
* electronic energy: -1316.782832 hartree

```
74
Properties=species:S:1:pos:R:3:forces:R:3
C 4.180891 0.872573 -0.644660 0.9 0.7 0.2
C 5.070251 0.712163 0.609580 -0.4 0.9 -1.0
C 4.975861 -0.795117 0.860430 0.9 2.8 0.9
O 3.989421 -1.257737 0.040900 -0.7 -3.3 -0.8
C 3.220891 -0.274617 -0.618430 1.1 0.6 2.5
H 4.709531 0.700073 -1.582140 0.6 0.7 0.1
H 3.615411 1.804273 -0.661060 1.0 0.0 0.2
H 4.738461 1.339693 1.436760 -0.3 -0.1 0.0
H 6.098401 1.018043 0.416080 0.0 0.0 -0.1
H 4.724451 -0.847497 1.919750 0.2 -1.0 0.1
H 6.007211 -1.041937 0.608470 -0.3 -1.6 0.1
H 2.436281 0.022613 0.077360 0.6 -0.2 -0.6
H 2.790691 -0.624637 -1.556790 1.1 -0.5 1.0
C 0.635301 -2.087457 -0.553880 1.4 -1.8 1.0
C 0.603461 -2.744637 0.855640 -0.4 -1.3 0.7
C 0.131891 -4.203207 0.675750 -0.6 1.7 -0.9
O 0.700431 -4.561707 -0.579640 0.3 0.8 -0.6
C 0.655931 -3.348107 -1.403300 0.0 -0.4 -0.3
H 1.564321 -1.519487 -0.603160 -0.7 -0.6 -0.4
H -0.247059 -1.534337 -0.875730 2.4 -0.2 1.2
H 0.022731 -2.178457 1.583850 -0.5 -1.8 -0.1
H 1.595981 -2.807457 1.301810 0.3 0.4 -0.3
H -0.951759 -4.170077 0.563020 -0.5 -0.2 0.0
H 0.333831 -4.876427 1.508880 0.6 -0.1 -0.4
H -0.265739 -3.284727 -1.981750 -0.4 -0.8 -0.2
H 1.455291 -3.324377 -2.143960 0.2 -0.6 0.2
C -4.326029 2.108913 2.521500 -1.6 0.0 -1.0
C -4.210839 1.578233 3.938300 0.2 -0.7 -0.4
C -2.672769 1.489773 4.089630 -3.5 0.0 1.3
O -2.279559 1.110553 2.775990 -11.0 -2.6 0.8
C -3.094349 1.626203 1.788750 -0.6 1.2 0.3
H -4.497169 3.183653 2.460290 0.4 0.1 0.1
H -5.135349 1.669013 1.938760 -0.6 0.1 0.5
H -4.601899 0.561113 3.912670 0.1 -0.2 0.2
H -4.786059 2.099143 4.703720 0.4 0.3 -0.1
H -2.426279 0.707453 4.807490 0.4 0.1 -0.3
H -2.287979 2.450833 4.430790 0.5 0.0 -0.4
H -3.173879 0.798013 1.084570 -0.5 0.9 0.6
H -2.625229 2.510143 1.356680 0.3 -0.2 -0.5
C 0.765931 0.974773 -3.747290 1.4 -0.1 -0.1
C 0.456801 1.992593 -2.680990 -0.9 1.2 0.1
C 1.361441 1.638563 -1.576260 1.4 0.7 1.1
O 2.585081 1.215563 -2.201500 -2.7 1.5 -1.4
C 2.169081 0.426033 -3.277280 -0.2 0.4 -0.9
H 0.907241 1.489763 -4.697510 -0.5 -0.5 -0.2
H 0.011131 0.188423 -3.752230 0.1 -0.1 -0.5
H -0.548919 1.899503 -2.271150 1.0 1.4 -0.8
H 0.594161 3.020453 -3.016760 0.2 -0.1 0.0
H 0.951351 0.901903 -0.885420 0.3 -0.3 -0.9
H 1.563391 2.457543 -0.885910 0.3 0.3 -0.2
H 2.107301 -0.613957 -2.956800 -0.3 -0.3 -0.3
H 2.997501 0.513303 -3.980270 -0.4 -0.2 -0.5
C -3.246839 -1.005657 -1.847590 0.8 -0.5 -0.4
C -1.746029 -1.040017 -1.470990 -2.8 0.2 -0.9
C -1.537309 0.456973 -1.299300 0.4 -1.7 0.3
O -2.695519 0.924503 -0.653550 0.5 1.1 -1.1
C -3.790609 0.153963 -1.013240 -0.9 -2.3 -0.5
H -3.711269 -1.968547 -1.634860 -0.2 0.2 -0.1
H -3.243369 -0.821887 -2.921990 -0.5 0.1 -0.1
H -1.194769 -1.520197 -2.279480 0.0 0.3 -0.1
H -1.576339 -1.633357 -0.572510 -1.0 0.4 0.1
H -1.378129 0.946143 -2.260280 -1.1 -1.1 0.3
H -0.670429 0.608883 -0.656240 -0.6 0.4 -0.2
H -4.632859 0.630193 -1.515160 0.3 0.7 0.0
H -4.204739 -0.336177 -0.132130 -0.2 0.3 0.5
C 0.770301 -0.037717 1.342800 -0.6 0.8 0.2
C -0.140289 1.159223 1.596480 -0.3 -0.9 0.9
O -0.389789 1.287203 2.956220 10.6 1.1 1.0
H 1.050091 -0.127807 0.293180 -0.4 0.4 1.2
H 0.302041 -1.008497 1.505350 0.0 2.5 0.6
H 1.629251 0.002593 2.012650 0.2 0.1 -0.2
H -1.089089 0.966863 1.095600 0.1 0.0 -0.2
H 0.228861 2.091743 1.169600 0.4 0.2 -0.1
H -1.329629 1.286633 3.151920 4.3 0.7 -0.4
```
Forces are in eV/Å.



Formula: C22H47BrF6LuN4O2S2SbSi
Source: the OMol25 dataset
Level of theory: ωB97M-V/def2-TZVPD

Output
* <S²>: 0.760
* electronic energy: -6971.054677 hartree
* 2S+1: 2
* net charge: +1

```
87
Properties=species:S:1:pos:R:3:forces:R:3
Lu -0.124800 -0.670400 -0.222600 0.6 1.4 0.2
N 0.171800 -0.034000 2.218200 0.0 -0.1 0.1
C 1.326200 0.871400 2.389200 0.2 -0.3 -0.2
C 1.929300 0.686000 3.792700 0.2 0.3 -0.2
C 3.036900 1.649900 4.233000 -0.2 0.1 0.0
C 2.740400 3.127700 3.962500 0.1 0.1 0.4
N 2.989000 3.385000 2.556800 0.1 -0.2 -0.2
C 2.336800 4.193800 1.749000 0.4 0.2 0.0
N 1.499500 5.136300 2.199900 -0.1 -0.1 0.1
N 2.580300 4.098700 0.438200 0.1 0.1 0.0
C 2.292300 0.649000 1.167800 -0.5 0.6 0.9
O 3.383300 1.219900 1.164000 0.4 -0.1 -0.2
O 1.817000 -0.032900 0.225300 0.9 -0.5 -0.2
H -0.608200 0.301200 2.791000 0.2 -0.2 -0.3
H 0.442500 -0.939200 2.621000 -0.3 0.2 -0.2
H 0.946800 1.894100 2.275900 0.0 -0.1 0.0
H 2.323900 -0.329800 3.875000 -0.1 -0.1 0.0
H 1.101300 0.779500 4.505300 0.0 -0.1 -0.1
H 3.975600 1.399400 3.738900 0.1 0.0 0.1
H 3.186400 1.507700 5.304900 0.1 0.1 -0.1
H 3.406100 3.750300 4.571200 -0.2 0.0 0.0
H 1.704300 3.366300 4.229000 0.0 0.0 0.0
H 3.451900 2.582400 2.076600 -0.2 0.2 0.0
H 1.438900 5.342500 3.181300 0.0 0.0 0.0
H 1.078900 5.784100 1.558000 0.0 0.0 0.0
H 3.049500 3.262400 0.116800 -0.1 0.0 0.0
H 1.968400 4.551900 -0.218700 0.0 -0.1 0.0
C -0.098300 2.169300 -4.492200 0.0 -0.1 0.0
C -0.043200 1.720200 -3.064300 0.0 -0.9 0.0
S -0.023800 0.032900 -2.828300 -0.1 0.1 -0.1
C -0.027600 2.650300 -2.036600 0.0 0.1 1.2
C -0.027900 4.121800 -2.342000 0.0 -0.1 0.0
S -0.000100 2.236400 -0.377100 -0.4 0.0 -0.6
H -0.052400 1.306900 -5.148100 0.0 0.0 -0.1
H 0.730400 2.835300 -4.724000 0.1 0.1 -0.1
H -1.029500 2.701800 -4.687500 0.0 0.1 -0.1
H -0.646200 4.348700 -3.206900 0.0 0.1 -0.1
H 0.987300 4.464400 -2.558500 0.0 0.1 -0.1
H -0.412700 4.664900 -1.481000 0.0 0.1 -0.1
C -4.644600 2.214400 -1.876000 0.0 -0.3 0.1
C -5.540400 1.802300 -0.700200 0.2 -0.2 0.2
C -5.304500 2.833200 0.411300 0.0 -0.4 0.0
C -7.007200 1.891900 -1.140300 0.2 -0.4 0.1
Si -5.157300 -0.005800 -0.056200 0.2 -0.1 0.0
Br -2.641000 0.122400 0.008400 -2.2 0.5 0.1
C -5.499100 -1.467700 -1.301800 0.2 0.2 0.1
C -6.966100 -1.904400 -1.191600 0.1 0.3 0.3
C -5.239700 -1.028100 -2.749100 0.0 0.2 0.3
C -4.596500 -2.681600 -1.045600 0.1 0.3 0.2
C -5.602500 -0.369100 1.815100 0.3 0.0 -0.2
C -5.365400 -1.844000 2.169600 0.0 0.2 -0.3
C -4.760200 0.453800 2.797900 0.0 0.0 -0.3
C -7.084600 -0.052500 2.053400 0.2 0.1 -0.4
H -4.894000 3.230400 -2.170600 -0.1 0.2 0.0
H -4.778300 1.577300 -2.740900 0.0 -0.1 -0.2
H -3.596700 2.197500 -1.591100 0.2 0.0 0.0
H -5.454400 3.833300 0.011100 0.0 0.2 -0.1
H -4.285700 2.767300 0.783400 0.2 0.1 0.1
H -6.000400 2.703800 1.234200 0.0 0.0 0.2
H -7.234100 2.911200 -1.444900 0.0 0.2 0.0
H -7.680800 1.622900 -0.332300 -0.2 0.0 0.1
H -7.210800 1.239200 -1.982700 -0.1 -0.1 -0.2
H -7.640000 -1.071700 -1.369300 -0.2 0.1 -0.1
H -7.190600 -2.320600 -0.215200 -0.1 -0.1 0.2
H -7.173500 -2.671100 -1.934600 0.0 -0.1 -0.1
H -5.927200 -0.247700 -3.061400 -0.1 0.1 -0.1
H -5.387000 -1.878300 -3.412200 0.0 -0.1 -0.1
H -4.217800 -0.678800 -2.875400 0.1 0.1 -0.1
H -4.722400 -3.103700 -0.055900 0.0 -0.1 0.1
H -3.551000 -2.416700 -1.181800 0.1 0.0 0.0
H -4.831600 -3.461100 -1.766900 -0.1 -0.1 -0.1
H -4.329900 -2.128200 1.997700 0.1 -0.1 0.0
H -6.015900 -2.505500 1.606300 0.0 -0.2 -0.1
H -5.583200 -1.997300 3.225300 0.0 0.0 0.1
H -3.703400 0.239500 2.671700 0.2 0.0 0.1
H -5.040600 0.188500 3.815000 -0.1 -0.1 0.2
H -4.908900 1.519600 2.679600 0.0 0.2 0.0
H -7.723100 -0.618200 1.382900 -0.2 -0.1 -0.1
H -7.295000 1.002500 1.912400 -0.1 0.2 0.0
H -7.354500 -0.313300 3.074500 0.0 -0.1 0.2
F -1.176200 -2.251100 1.304300 0.9 -1.1 -1.3
Sb -0.439500 -3.781000 0.164600 -0.8 0.4 0.7
F -2.173100 -4.539700 0.196200 1.2 0.3 -0.1
F 0.210400 -4.543500 1.760900 -0.3 0.2 -0.9
F 0.347800 -4.908800 -1.107000 -0.4 0.5 0.7
F 1.136600 -2.570800 0.165500 -1.1 -0.6 -0.2
F -1.004600 -2.445400 -1.280000 0.6 -1.2 1.0
```
Forces are in eV/Å.